# 1
The following is a DFT calculation (ωB97M-V/def2-TZVPD) of a molecular structure, C52H133F6N11O20S2 at a distorted geometry.

The calculation puts the HOMO-LUMO gap at 8.746 eV. The largest force on an atom comes out at 7.28 eV Å⁻¹. For the LUMO energy, the calculation gives 0.01046 hartree. Its total energy is -5563.0833 Ha. The calculation puts the energy above the lowest of the compared OMol25 structures with the same formula, charge and spin at 0.00 kcal/mol.

CARTESIAN COORDINATES (ANGSTROEM)
O -3.3547 -0.3782 0.0045
H -3.4952 0.0714 0.8410
H -2.5365 -0.1060 -0.4175
H -4.0378 -0.2471 -0.6571
C -0.7587 2.9014 -1.9794
F -1.2283 3.0244 -0.7174
F -1.4217 3.7504 -2.7507
F 0.5171 3.2984 -2.0039
S -1.0401 1.1265 -2.7220
O -2.2962 1.3205 -3.4941
O 0.1421 0.8277 -3.5395
N -1.1786 0.0925 -1.2755
S -0.0774 -0.9850 -1.4359
O -0.3382 -2.0449 -2.4675
O 1.3157 -0.4148 -1.4678
C -0.0169 -1.8821 0.2404
F -1.0854 -2.5807 0.4354
F 1.0793 -2.6865 0.2640
F 0.0695 -0.9214 1.2256
C -3.5891 4.3624 3.8925
C -2.1556 5.0112 3.7204
C -0.9995 4.0109 3.4621
O -1.2078 3.2840 2.2500
C -0.0722 2.4699 2.0900
N -2.2396 5.9905 2.6040
H -3.8577 3.9513 2.9194
H -4.2449 5.0588 4.4151
H -3.4263 3.5523 4.6033
H -1.9051 5.4213 4.6987
H -1.0908 3.2440 4.2312
H -0.0136 4.4745 3.4986
H 0.0282 1.7440 2.8969
H 0.8783 3.0013 2.1364
H -0.1980 2.0033 1.1129
H -2.5628 5.5841 1.7377
H -1.3419 6.3937 2.3767
C 5.6085 2.6079 -1.8739
C 5.5139 2.4560 -0.4188
C 4.3214 1.6535 -0.0722
O 4.1675 1.5510 1.3230
C 3.1553 0.6159 1.6917
N 6.7489 1.7998 -0.0200
H 6.4906 3.1159 -2.2637
H 4.7778 3.2245 -2.2175
H 5.5379 1.7118 -2.4905
H 5.4777 3.4345 0.0599
H 4.3147 0.6367 -0.4650
H 3.4473 2.2224 -0.3890
H 2.9854 0.6865 2.7661
H 3.4610 -0.3953 1.4229
H 2.2016 0.7763 1.1890
H 6.5715 1.4940 0.9261
H 6.9216 0.9678 -0.5659
C 1.5710 5.4011 -3.8307
C 2.3765 5.9496 -5.0109
C 1.9807 5.4077 -6.4414
O 2.6382 6.0762 -7.4305
C 3.9472 5.5662 -7.8402
N 2.2930 7.4079 -5.0122
H 1.9388 4.3894 -3.6596
H 0.5408 5.3501 -4.1829
H 1.7381 5.9336 -2.8944
H 3.4169 5.6859 -4.8208
H 0.9268 5.6014 -6.6411
H 2.1390 4.3305 -6.4926
H 3.9677 4.5256 -8.1640
H 4.6659 5.7495 -7.0414
H 4.2013 6.2308 -8.6660
H 2.6112 7.7500 -5.9077
H 1.3637 7.7818 -4.8830
C 1.5194 -3.9157 4.1567
C 2.5656 -2.7775 4.4467
C 3.9806 -2.9317 3.8807
O 4.9394 -1.8554 4.3530
C 6.2519 -1.9598 3.8594
N 2.1590 -1.5039 3.8833
H 1.2581 -3.9837 3.1007
H 0.6427 -3.6832 4.7613
H 1.8841 -4.9142 4.3977
H 2.6635 -2.6154 5.5201
H 3.8385 -2.9682 2.8006
H 4.4500 -3.8828 4.1320
H 6.3300 -1.8906 2.7745
H 6.8467 -2.8600 4.0144
H 6.9563 -1.2749 4.3315
H 3.0719 -1.0776 3.9541
H 1.9965 -1.5160 2.8866
C 2.3974 -1.2849 -5.3377
C 2.7653 0.2016 -5.4097
C 3.9396 0.6470 -4.5596
O 5.0462 -0.2341 -4.6082
C 6.2988 0.4076 -4.9626
N 3.0807 0.4689 -6.7591
H 1.4402 -1.4031 -5.8455
H 2.0571 -1.5757 -4.3438
H 3.2322 -1.9518 -5.5532
H 1.9207 0.8385 -5.1468
H 3.6662 0.6750 -3.5048
H 4.2824 1.6601 -4.7699
H 7.1201 -0.2653 -5.2090
H 6.5536 1.2585 -4.3308
H 6.1572 0.7606 -5.9840
H 3.8209 -0.1579 -7.0409
H 2.3015 0.3141 -7.3828
C -6.6328 -3.3000 -5.4681
O -5.8821 -3.0825 -4.2569
C -4.9104 -2.0883 -4.2927
C -4.4546 -1.6728 -2.8054
N -5.2261 -0.5516 -2.1726
C -6.6427 -0.8479 -1.9145
C -7.5722 0.3495 -1.7061
O -7.8209 1.1511 -2.8852
C -8.7427 2.2071 -2.6514
H -7.2588 -2.4277 -5.6559
H -7.2018 -4.1939 -5.2122
H -5.8856 -3.5418 -6.2239
H -5.2289 -1.1957 -4.8311
H -4.1156 -2.4679 -4.9348
H -3.4894 -1.2308 -3.0529
H -4.3451 -2.5212 -2.1299
H -5.2437 0.3170 -2.6877
H -6.6403 -1.6715 -1.2005
H -7.0402 -1.2288 -2.8553
H -7.2132 0.9940 -0.9037
H -8.5360 -0.1449 -1.5839
H -9.0455 2.8009 -3.5139
H -8.3753 2.9030 -1.8972
H -9.6534 1.8250 -2.1901
C 4.3699 -5.5405 -2.1981
O 4.2738 -5.9208 -0.8363
C 4.4222 -4.8519 0.0464
C 4.9425 -5.4670 1.3973
N 6.4002 -5.6647 1.4193
C 6.9001 -6.0933 2.7321
C 8.0714 -7.1283 2.6404
O 7.5413 -8.4560 2.4426
C 7.0571 -9.0325 3.5919
H 5.4397 -5.4556 -2.3892
H 3.8029 -4.6421 -2.4421
H 3.8004 -6.2847 -2.7548
H 3.3702 -4.5871 0.1525
H 5.0711 -4.0197 -0.2267
H 4.3146 -6.2748 1.7733
H 4.6056 -4.6804 2.0724
H 6.6467 -6.2333 0.6218
H 6.1476 -6.3966 3.4600
H 7.4472 -5.2901 3.2258
H 8.6280 -7.1367 3.5776
H 8.7540 -7.0064 1.7995
H 6.2603 -9.7556 3.4174
H 6.5449 -8.3272 4.2464
H 7.8242 -9.6165 4.1005
C 0.7324 9.7937 -2.8024
O -0.4710 9.6759 -2.0569
C -0.4195 9.0755 -0.7292
C -0.2622 7.6056 -0.7748
N -0.1359 7.1872 0.5995
C 0.2716 5.7634 0.6485
C 1.7860 5.5300 0.3207
O 2.6321 6.4097 1.0355
C 3.9838 6.3428 0.5529
H 1.5000 9.0212 -2.7560
H 1.0737 10.8250 -2.7121
H 0.3446 9.7856 -3.8210
H -1.3838 9.3544 -0.3043
H 0.4117 9.5608 -0.2177
H 0.6248 7.3551 -1.3567
H -1.0612 7.2624 -1.4320
H 0.6106 7.7269 1.0137
H -0.4159 5.0873 0.1402
H 0.2796 5.5732 1.7217
H 1.8951 5.5786 -0.7628
H 1.9325 4.4503 0.3504
H 4.7759 6.8846 1.0696
H 4.0048 6.8299 -0.4220
H 4.2610 5.3102 0.3406
C -4.8318 3.1649 -1.6085
O -4.9023 2.1714 -0.6125
C -5.2157 2.7564 0.7480
C -4.8635 1.6732 1.8893
N -3.5383 1.2958 1.9945
C -3.1751 0.4117 3.1348
C -4.1615 -0.6774 3.4692
O -4.6139 -1.4866 2.3879
C -5.3104 -2.5746 2.9190
H -5.8245 3.4840 -1.9259
H -4.2417 2.8167 -2.4562
H -4.3334 4.0597 -1.2356
H -6.2360 3.1401 0.7483
H -4.5488 3.5724 1.0260
H -5.2861 0.7282 1.5479
H -5.3858 2.0767 2.7567
H -3.0494 2.1787 1.9544
H -3.1829 0.9997 4.0526
H -2.1848 -0.0394 3.0726
H -5.0069 -0.1881 3.9530
H -3.7554 -1.2605 4.2957
H -5.7172 -3.2840 2.1983
H -6.1601 -2.3659 3.5690
H -4.5937 -3.1338 3.5204
C -4.5871 -9.9433 8.1069
O -4.9793 -9.8379 6.7385
C -3.9979 -9.3264 5.8449
C -4.6860 -8.4256 4.8317
N -4.7202 -6.9599 5.2059
C -5.4038 -6.1277 4.2542
C -4.9468 -6.1692 2.7709
O -3.6787 -5.5222 2.6803
C -3.3013 -5.2064 1.3454
H -5.0927 -10.8854 8.3189
H -4.9031 -9.0831 8.6970
H -3.5275 -10.0454 8.3415
H -3.4498 -10.1064 5.3164
H -3.2382 -8.7634 6.3871
H -5.6904 -8.7336 4.5411
H -4.1859 -8.5880 3.8769
H -3.7659 -6.6424 5.2986
H -5.4354 -5.0849 4.5700
H -6.4229 -6.5092 4.3172
H -5.6970 -5.6932 2.1394
H -4.8024 -7.2408 2.6332
H -3.7527 -4.3234 0.8930
H -3.5212 -6.0856 0.7398
H -2.2576 -4.8922 1.3468

Forces on atoms 1 to 2 (eV/Å):
O -0.301 -2.482 -0.183
H -0.140 1.807 1.565

=====

# 2
The following is a DFT calculation (ωB97M-V/def2-TZVPD) of 10 unconnected molecules or ions with the total composition C52H134N10O16 at a distorted geometry.

Its SMILES is COC[C@H](C)N.COC[C@H](C)N.COC[C@H](C)N.COC[C@H](C)N.COCCNCCOC.COCCNCCOC.COCCNCCOC.COCCNCCOC.COCCNCCOC.COCCNCCOC. The calculation puts the HOMO-LUMO gap at 8.664 eV. The largest force on an atom comes out at 3.45 eV Å⁻¹. For the LUMO energy, the calculation gives 0.01654 hartree. Its total energy is -3812.5180 Ha. The calculation puts the energy above the lowest of the compared OMol25 structures with the same formula, charge and spin at 129.22 kcal/mol.

CARTESIAN COORDINATES (ANGSTROEM)
C -3.9706 -3.3990 1.6770
O -5.3698 -3.6413 1.4725
C -5.7992 -3.0783 0.2442
C -7.3083 -3.1167 0.1857
C -7.8496 -2.5221 -1.1314
N -7.7889 -2.2861 1.3341
H -3.9631 -2.4277 2.1999
H -3.4199 -3.3817 0.7946
H -3.5555 -4.1379 2.3338
H -5.4509 -2.0469 0.1674
H -5.4989 -3.6390 -0.7556
H -7.6851 -4.1636 0.3301
H -7.8363 -3.2794 -1.9730
H -7.2825 -1.6893 -1.4534
H -8.8908 -2.2209 -0.9554
H -7.3650 -2.5729 2.1946
H -8.7544 -2.3952 1.4808
C 0.7651 -4.4672 -0.4917
O -0.1309 -4.5222 -1.5385
C -0.0227 -3.3251 -2.3264
C -1.1989 -3.0972 -3.2816
C -2.5430 -3.2200 -2.6392
N -0.9387 -3.9978 -4.4115
H 1.7026 -3.9760 -0.8641
H 0.9304 -5.4773 -0.0424
H 0.4279 -3.7151 0.2071
H -0.0693 -2.4918 -1.6394
H 0.8606 -3.4410 -2.9798
H -1.0889 -2.0079 -3.5970
H -3.3538 -2.9675 -3.3083
H -2.7769 -2.5883 -1.8258
H -2.7996 -4.2768 -2.4070
H -1.6782 -4.0888 -5.0598
H -0.6865 -4.9593 -4.1334
C -6.0451 0.6914 3.0493
O -4.8085 0.0925 3.5593
C -4.2440 1.1654 4.2986
C -3.1027 0.5709 5.1135
C -3.6400 -0.4630 6.1490
N -2.4476 1.7168 5.8289
H -5.8623 1.5603 2.4165
H -6.6535 1.0377 3.8126
H -6.5252 -0.0578 2.4209
H -3.7379 2.0030 3.6795
H -5.0183 1.6727 4.8645
H -2.4310 0.1323 4.4240
H -4.3869 -0.0777 6.7843
H -2.7475 -0.7900 6.7204
H -4.1021 -1.2728 5.6114
H -1.5381 1.8975 5.4445
H -2.2135 1.3768 6.7857
C -1.4660 0.2782 -6.3291
O -0.2535 -0.4717 -6.5186
C -0.4297 -1.6909 -7.1673
C 1.0065 -2.3186 -7.1903
C 0.8982 -3.7862 -7.7558
N 1.5668 -2.3008 -5.8920
H -1.2146 1.2507 -6.0529
H -1.9658 -0.2050 -5.5078
H -2.1738 0.2949 -7.1787
H -1.1558 -2.3976 -6.6687
H -0.8450 -1.5655 -8.2344
H 1.6515 -1.6769 -7.7945
H 1.9498 -4.1257 -7.8765
H 0.3995 -3.8325 -8.7457
H 0.3395 -4.3489 -7.0375
H 1.3714 -3.1080 -5.3508
H 1.2928 -1.4496 -5.4150
C 0.8696 2.1119 -7.8712
O 1.7466 1.9643 -6.7596
C 1.2527 2.3821 -5.4488
C 2.4410 2.9586 -4.7730
N 2.9394 4.0677 -5.6133
C 3.6989 5.1138 -4.9145
C 4.9364 4.6304 -4.2220
O 5.6613 5.7255 -3.5633
C 7.0151 5.3110 -3.3651
H 0.3946 1.1476 -8.1380
H 1.5762 2.4182 -8.7126
H 0.1126 2.9108 -7.7770
H 0.9599 1.4500 -4.9143
H 0.3788 3.0944 -5.4728
H 3.2026 2.1413 -4.6409
H 2.2106 3.3521 -3.8254
H 3.3438 3.8022 -6.4811
H 3.0236 5.5630 -4.1239
H 3.8787 5.9235 -5.6226
H 5.6342 4.1277 -4.9048
H 4.6263 3.8400 -3.4802
H 7.0944 4.5341 -2.5975
H 7.5644 6.1550 -2.9360
H 7.4651 4.9030 -4.2712
C -0.5763 -1.8481 2.3780
O -1.4754 -1.4901 1.3715
C -2.0174 -0.1864 1.3946
C -2.8133 -0.0191 0.1120
N -1.9519 0.0504 -1.1211
C -1.3171 1.3561 -1.1881
C -0.9411 1.7647 -2.5816
O -1.9895 1.8750 -3.5587
C -2.7191 3.1042 -3.5699
H 0.1141 -1.0521 2.5383
H -0.2399 -2.8440 2.1006
H -0.9918 -1.8415 3.3999
H -1.1685 0.5642 1.4992
H -2.6285 0.0023 2.2583
H -3.3514 0.8995 0.1224
H -3.4862 -0.9099 0.1082
H -2.5634 -0.1774 -1.9060
H -0.4571 1.3654 -0.5811
H -1.9224 2.1197 -0.8105
H -0.3536 0.9322 -3.0274
H -0.4785 2.7252 -2.5433
H -3.6017 2.7988 -4.1574
H -2.1400 3.7653 -4.1529
H -3.1503 3.5646 -2.5716
C 1.0507 2.2138 2.7982
O 0.5101 1.4570 3.8609
C 1.5421 0.6868 4.5603
C 0.9577 -0.0554 5.6824
N 1.9902 -0.8782 6.4449
C 1.3381 -1.3617 7.7339
C 2.3537 -2.1060 8.6151
O 2.2426 -3.4953 8.3635
C 2.9405 -4.4455 9.2340
H 1.9499 2.7708 3.0404
H 0.2722 3.0014 2.5625
H 1.2627 1.5485 1.9714
H 2.2530 1.3728 4.9782
H 2.0924 0.0116 3.8502
H 0.0810 -0.6333 5.2592
H 0.5353 0.6819 6.3706
H 2.3031 -1.7282 5.8879
H 0.4555 -2.0154 7.6116
H 1.0872 -0.5169 8.2646
H 2.0741 -1.8521 9.5989
H 3.3782 -1.6896 8.4390
H 4.0209 -4.1374 9.0449
H 2.7375 -5.5357 8.9198
H 2.6241 -4.2135 10.2406
C -5.3625 1.2402 -1.9477
O -4.9320 2.4643 -1.3738
C -5.8358 3.2450 -0.7071
C -5.1199 4.4437 -0.0953
N -4.2773 4.2048 1.0973
C -3.0434 5.0026 1.1739
C -2.3020 4.7064 2.4768
O -3.1038 4.9726 3.5421
C -2.3987 5.2054 4.7753
H -5.4342 0.4304 -1.1984
H -4.5602 0.9858 -2.6891
H -6.3559 1.3053 -2.4608
H -6.2892 2.7291 0.0586
H -6.6076 3.5885 -1.4352
H -5.7847 5.2781 0.0942
H -4.3738 4.8536 -0.8288
H -4.8976 4.3850 1.8928
H -3.2910 6.0846 1.1018
H -2.4329 4.5632 0.3386
H -1.3532 5.3164 2.5238
H -2.0043 3.6269 2.4585
H -3.1251 5.3038 5.5565
H -1.8299 6.1224 4.7089
H -1.7374 4.3508 5.0948
C 0.7727 5.8926 -2.4991
O 1.4645 4.7332 -2.1868
C 1.8248 4.5556 -0.8460
C 2.6030 3.2563 -0.6076
N 1.7995 2.0800 -0.7282
C 2.5639 0.8093 -0.6150
C 1.8783 -0.2558 -1.4274
O 2.1011 -0.0983 -2.8003
C 3.4070 -0.6444 -3.1747
H 1.4071 6.8299 -2.4862
H -0.0783 6.1513 -1.9342
H 0.4551 5.7302 -3.5095
H 0.9599 4.7360 -0.2707
H 2.5628 5.3334 -0.6198
H 3.1771 3.3084 0.3245
H 3.3215 3.2053 -1.4498
H 1.3774 2.0885 -1.6308
H 2.6129 0.4906 0.4243
H 3.5773 0.8670 -0.9853
H 0.7991 -0.3364 -1.3550
H 2.2227 -1.2171 -1.1044
H 3.2226 -1.1812 -4.1060
H 3.7081 -1.4345 -2.4501
H 4.1678 0.0906 -3.3187
C 2.6706 -4.3540 4.6014
O 3.4727 -3.2448 4.9990
C 4.8275 -3.4773 4.5548
C 5.0146 -3.5269 3.0219
N 6.4765 -3.6586 2.8533
C 6.8968 -3.7653 1.4882
C 8.3827 -4.0797 1.4867
O 8.6291 -5.3689 2.0097
C 9.9674 -5.7029 1.8421
H 3.0237 -5.3360 4.9664
H 2.3838 -4.4818 3.5655
H 1.6791 -4.1193 5.0814
H 5.1689 -4.4088 4.9464
H 5.4657 -2.7168 5.0039
H 4.6110 -2.6331 2.5805
H 4.4895 -4.3626 2.6019
H 6.7712 -4.4948 3.3408
H 6.7084 -2.8453 1.0010
H 6.3738 -4.4676 0.8100
H 8.8121 -3.3056 2.1349
H 8.8781 -4.0670 0.4393
H 10.1241 -6.6284 2.3921
H 10.6505 -4.9501 2.2781
H 10.1289 -5.8162 0.7273

Forces on atoms 1 to 2 (eV/Å):
C -1.820 1.118 1.964
O 0.341 -0.617 -1.254